(1)
Entry from OMol25: 10 unconnected molecules or ions with the total composition C36H84N4O24S6 at a distorted geometry (ωB97M-V with the def2-TZVPD basis set).

```
154
C36H84N4O24S6, DFT ωB97M-V with the def2-TZVPD basis set
O 3.49 -4.81 -4.35
S 2.69 -5.90 -4.96
O 1.58 -6.53 -4.23
O 2.29 -5.54 -6.53
C 3.22 -6.09 -7.52
C 4.31 -6.80 -6.73
O 3.83 -7.07 -5.41
H 2.64 -6.68 -8.23
H 3.68 -5.27 -8.05
H 5.11 -6.07 -6.66
H 4.50 -7.76 -7.22
O 7.41 -6.72 2.23
S 6.00 -7.18 2.20
O 5.83 -8.61 2.38
O 5.11 -6.32 3.34
C 3.79 -6.18 2.89
C 3.94 -5.99 1.32
O 5.16 -6.53 0.88
H 3.15 -7.01 3.18
H 3.37 -5.24 3.24
H 3.86 -4.95 1.03
H 3.14 -6.51 0.78
O -7.02 -1.71 5.63
S -6.21 -0.50 5.45
O -6.55 0.69 6.19
O -4.54 -0.79 5.56
C -3.88 0.12 4.78
C -4.78 0.30 3.56
O -6.08 -0.10 3.84
H -3.86 1.07 5.31
H -2.87 -0.09 4.43
H -4.34 -0.35 2.80
H -4.71 1.31 3.16
O -4.44 -1.43 -4.82
S -5.74 -1.45 -4.18
O -6.16 -2.58 -3.30
O -5.85 -0.05 -3.31
C -6.16 1.08 -4.14
C -7.06 0.50 -5.20
O -7.04 -0.90 -5.08
H -6.80 1.78 -3.61
H -5.25 1.57 -4.50
H -6.67 0.77 -6.18
H -8.09 0.84 -5.30
O 0.83 -1.09 8.29
S 1.84 -0.26 7.54
O 2.80 -0.95 6.71
O 1.12 0.98 6.77
C 1.88 2.15 6.83
C 2.64 2.10 8.17
O 2.73 0.71 8.56
H 2.56 2.07 5.99
H 1.19 2.99 6.74
H 2.16 2.62 9.00
H 3.64 2.53 8.07
O -5.60 5.27 0.84
S -6.36 6.13 1.69
O -5.86 7.53 1.85
O -8.00 5.93 1.43
C -8.79 5.88 2.58
C -7.80 5.77 3.76
O -6.48 5.51 3.20
H -9.51 6.69 2.54
H -9.43 5.02 2.41
H -8.09 4.90 4.35
H -7.76 6.62 4.45
C 5.57 3.08 -3.70
C 5.29 2.40 -5.04
N 3.97 2.73 -5.61
C 3.44 1.74 -6.61
C 2.71 0.64 -5.84
C 3.91 4.07 -6.17
C 2.55 4.78 -6.48
H 5.97 4.09 -3.84
H 6.21 2.54 -3.00
H 4.60 3.12 -3.19
H 6.13 2.73 -5.65
H 5.42 1.33 -4.91
H 2.67 2.25 -7.20
H 4.33 1.40 -7.13
H 3.39 0.31 -5.05
H 1.80 1.00 -5.35
H 2.36 -0.23 -6.40
H 4.66 4.11 -6.95
H 4.46 4.72 -5.49
H 1.91 4.75 -5.60
H 2.03 4.27 -7.29
H 2.64 5.82 -6.77
C 3.44 10.58 -0.97
C 2.67 9.77 0.12
N 2.21 8.53 -0.42
C 1.24 8.61 -1.53
C 0.33 7.34 -1.75
C 3.22 7.50 -0.63
C 4.07 7.23 0.67
H 2.78 10.71 -1.82
H 4.40 10.13 -1.24
H 3.58 11.59 -0.58
H 3.21 9.60 1.06
H 1.82 10.31 0.55
H 0.60 9.46 -1.30
H 1.77 8.83 -2.45
H -0.15 7.43 -2.73
H 0.98 6.48 -1.86
H -0.40 7.11 -0.97
H 3.82 7.88 -1.46
H 2.73 6.59 -0.97
H 4.50 8.06 1.23
H 4.96 6.64 0.43
H 3.36 6.81 1.38
C -0.77 -2.21 -0.33
C -0.20 -0.79 -0.66
N 0.11 0.06 0.49
C 0.07 1.47 0.05
C 0.10 2.44 1.24
C 1.26 -0.47 1.26
C 2.64 -0.28 0.62
H -1.39 -2.23 0.57
H 0.15 -2.79 -0.24
H -1.38 -2.63 -1.13
H 0.64 -0.87 -1.35
H -0.90 -0.30 -1.34
H 0.75 1.70 -0.78
H -0.86 1.66 -0.48
H 1.15 2.47 1.55
H -0.18 3.46 0.99
H -0.65 2.12 1.97
H 1.09 -1.51 1.56
H 1.29 0.12 2.17
H 3.35 -0.56 1.39
H 2.88 0.77 0.46
H 2.84 -0.72 -0.36
C -2.07 -10.93 3.88
C -2.68 -10.15 2.77
N -3.00 -8.77 3.24
C -3.80 -8.11 2.18
C -3.06 -7.88 0.85
C -1.92 -7.98 3.71
C -2.21 -6.59 4.31
H -1.00 -10.72 3.81
H -2.30 -11.99 3.77
H -2.43 -10.65 4.86
H -1.92 -10.16 1.98
H -3.59 -10.63 2.40
H -4.26 -7.19 2.52
H -4.66 -8.77 2.06
H -3.63 -7.15 0.27
H -2.76 -8.72 0.21
H -2.12 -7.34 0.97
H -1.45 -8.71 4.37
H -1.24 -7.89 2.86
H -1.26 -6.37 4.80
H -2.50 -5.84 3.57
H -2.99 -6.57 5.07
```

SMILES: O=S1(=O)OCCO1.O=S1(=O)OCCO1.O=S1(=O)OCCO1.O=S1(=O)OCCO1.O=S1(=O)OCCO1.O=S1(=O)OCCO1.CCN(CC)CC.CCN(CC)CC.CCN(CC)CC.CCN(CC)CC
Energy: -158792.52068 eV
Energy above the lowest of the compared OMol25 structures with the same formula, charge and spin: 6.4529 eV
Kohn-Sham gap: 7.993 eV

Löwdin population analysis, charges in e, atoms 1 to 2: number 1, O, carries -0.27; number 2, S, carries 0.77



(2)
Entry from OMol25: 15 unconnected molecules or ions with the total composition C36H84O24S9 at a distorted geometry (ωB97M-V with the def2-TZVPD basis set).

```
153
C36H84O24S9, DFT ωB97M-V with the def2-TZVPD basis set
O -0.59 -1.42 4.93
H 0.21 -1.92 4.80
H -0.41 -0.88 5.70
O -2.61 4.18 0.57
H -2.10 3.40 0.38
H -2.59 4.26 1.52
O -2.05 -4.89 1.97
H -2.65 -4.71 2.70
H -2.27 -5.78 1.69
O -3.99 0.85 1.96
H -4.87 0.67 1.65
H -3.46 0.93 1.17
O -3.61 1.83 4.68
H -3.47 1.65 3.75
H -4.56 1.76 4.79
O -3.37 -1.56 4.32
H -2.43 -1.44 4.47
H -3.77 -0.80 4.73
C -4.30 2.67 -3.54
C -4.02 1.18 -3.93
C -3.63 1.13 -5.39
S -4.92 2.30 -6.20
O -6.15 1.61 -6.56
O -4.27 3.20 -7.18
C -5.24 3.26 -4.62
H -3.41 3.28 -3.69
H -4.77 2.82 -2.57
H -4.82 0.45 -3.78
H -3.16 0.83 -3.34
H -3.68 0.18 -5.93
H -2.65 1.59 -5.50
H -6.26 3.14 -4.24
H -5.02 4.29 -4.88
C 1.46 4.32 -2.00
C 2.30 4.39 -3.28
C 1.87 3.29 -4.17
S 0.22 2.74 -3.66
O 0.33 1.49 -2.96
O -0.74 2.85 -4.80
C 0.02 4.04 -2.34
H 1.59 5.14 -1.28
H 1.85 3.44 -1.49
H 3.38 4.24 -3.25
H 2.23 5.33 -3.82
H 2.54 2.44 -4.31
H 1.70 3.71 -5.16
H -0.60 3.54 -1.59
H -0.44 4.93 -2.76
C -3.57 -4.36 -0.92
C -3.15 -4.99 -2.23
C -4.53 -5.25 -3.08
S -5.80 -5.57 -1.83
O -6.18 -6.98 -1.95
O -6.89 -4.58 -1.84
C -4.69 -5.30 -0.38
H -4.01 -3.42 -1.25
H -2.79 -4.18 -0.19
H -2.86 -6.01 -2.01
H -2.37 -4.44 -2.76
H -4.51 -6.07 -3.79
H -4.87 -4.34 -3.57
H -4.35 -6.32 -0.21
H -5.22 -5.05 0.54
C 2.09 0.72 4.28
C 2.48 2.16 3.99
C 3.97 2.41 4.12
S 4.54 1.17 5.42
O 4.73 1.86 6.68
O 5.58 0.31 4.81
C 2.90 0.32 5.50
H 2.40 0.09 3.44
H 1.03 0.63 4.50
H 2.08 2.91 4.68
H 2.11 2.47 3.02
H 4.36 3.37 4.47
H 4.40 1.99 3.21
H 2.44 0.74 6.39
H 3.07 -0.75 5.61
C 0.34 6.27 0.83
C 0.08 7.44 1.81
C -0.84 6.99 2.85
S -0.33 5.25 3.26
O -1.49 4.36 3.25
O 0.56 5.26 4.40
C 0.63 4.98 1.68
H 1.18 6.55 0.19
H -0.54 6.01 0.24
H -0.25 8.42 1.47
H 1.05 7.61 2.28
H -1.81 6.79 2.41
H -0.88 7.70 3.68
H 0.64 3.97 1.26
H 1.66 5.28 1.85
C 3.61 0.13 0.70
C 3.50 0.76 -0.68
C 4.25 2.11 -0.72
S 5.80 1.83 0.27
O 5.78 2.82 1.36
O 6.98 1.63 -0.61
C 5.18 0.22 1.03
H 3.11 -0.84 0.64
H 3.07 0.67 1.48
H 2.47 0.97 -0.95
H 3.81 0.03 -1.43
H 3.74 2.86 -0.11
H 4.41 2.57 -1.70
H 5.62 0.04 2.02
H 5.67 -0.51 0.39
C -1.32 -1.49 1.40
C -0.57 -1.75 0.10
C -0.39 -0.41 -0.72
S -0.53 0.90 0.57
O -1.79 1.61 0.30
O 0.75 1.59 0.78
C -0.78 -0.21 2.03
H -1.23 -2.26 2.17
H -2.37 -1.33 1.18
H -0.89 -2.51 -0.61
H 0.40 -2.06 0.49
H -1.13 -0.30 -1.50
H 0.65 -0.38 -1.07
H -1.35 0.41 2.73
H 0.22 -0.35 2.43
C 1.88 -4.35 1.17
C 2.23 -5.77 1.30
C 3.09 -5.97 2.46
S 2.37 -4.83 3.81
O 3.46 -4.07 4.44
O 1.45 -5.59 4.58
C 1.42 -3.79 2.58
H 0.99 -4.33 0.55
H 2.69 -3.77 0.72
H 2.77 -6.03 0.39
H 1.28 -6.31 1.40
H 3.94 -5.32 2.24
H 3.46 -6.94 2.80
H 1.41 -2.75 2.91
H 0.41 -4.14 2.81
C 1.87 -4.73 -4.48
C 0.72 -3.78 -4.84
C 0.57 -2.76 -3.68
S 2.25 -2.48 -2.99
O 2.30 -2.82 -1.59
O 2.80 -1.19 -3.42
C 3.01 -3.82 -3.92
H 2.18 -5.48 -5.21
H 1.55 -5.39 -3.68
H -0.13 -4.39 -5.14
H 1.04 -3.27 -5.75
H -0.14 -3.29 -3.05
H 0.11 -1.81 -3.96
H 3.66 -4.39 -3.25
H 3.45 -3.51 -4.87
```

Energy: -185345.24670 eV
Kohn-Sham gap: 9.449 eV

Löwdin population analysis, charges in e, atoms 1 to 2: number 1, O, carries -0.02; number 2, H, carries 0.04



(3)
Entry from OMol25: a molecular structure, C36H85Br9NO21P5 at a distorted geometry (ωB97M-V with the def2-TZVPD basis set).

```
157
C36H85Br9NO21P5, DFT ωB97M-V with the def2-TZVPD basis set
C 3.37 -5.98 1.65
O 2.66 -5.32 0.93
N 3.52 -7.31 1.66
C 4.26 -7.92 2.79
C 2.77 -8.20 0.77
H 3.94 -5.46 2.44
H 3.54 -8.45 3.41
H 4.70 -7.16 3.44
H 5.01 -8.63 2.43
H 3.46 -8.59 0.02
H 2.22 -8.92 1.37
H 1.98 -7.75 0.17
C 4.56 -2.81 -0.36
Br 5.76 -4.34 -0.58
Br 4.25 -1.91 -2.11
Br 5.30 -1.59 0.98
H 3.58 -3.14 -0.02
C -2.65 -1.33 4.87
Br -1.07 -0.32 5.71
Br -4.38 -0.52 5.54
Br -2.55 -3.25 5.09
H -2.73 -1.09 3.81
C -0.15 -3.37 0.41
Br -1.74 -3.96 -0.59
Br -0.81 -2.47 2.05
Br 0.95 -2.13 -0.71
H 0.45 -4.21 0.78
C -4.59 2.53 -2.51
C -5.88 1.85 -2.41
O -5.66 0.54 -2.90
P -6.44 -0.77 -2.37
O -6.30 -0.94 -0.90
O -7.91 -0.57 -3.05
C -8.16 -0.45 -4.43
C -8.82 -1.70 -4.91
O -5.65 -1.89 -3.32
C -5.96 -3.26 -3.01
C -5.07 -3.66 -1.87
H -4.21 2.43 -3.53
H -4.66 3.59 -2.28
H -3.91 2.00 -1.84
H -6.25 1.90 -1.38
H -6.65 2.22 -3.09
H -8.92 0.30 -4.62
H -7.25 -0.15 -4.95
H -8.15 -2.55 -5.02
H -9.75 -1.83 -4.36
H -9.12 -1.53 -5.95
H -7.02 -3.42 -2.84
H -5.66 -3.77 -3.92
H -5.32 -4.67 -1.56
H -4.01 -3.56 -2.09
H -5.31 -3.06 -0.99
C -2.54 0.10 0.15
C -1.81 1.25 0.86
O -2.59 2.37 0.56
P -1.90 3.80 0.09
O -0.94 3.64 -0.97
O -3.16 4.80 -0.22
C -2.83 6.20 -0.34
C -4.09 7.03 -0.63
O -1.28 4.43 1.44
C -1.78 4.27 2.73
C -0.75 3.73 3.73
H -2.88 0.43 -0.83
H -1.81 -0.69 -0.07
H -3.43 -0.32 0.61
H -1.71 1.08 1.93
H -0.82 1.40 0.42
H -2.33 6.57 0.55
H -2.13 6.28 -1.17
H -4.82 6.91 0.17
H -3.84 8.08 -0.75
H -4.63 6.71 -1.51
H -2.09 5.28 3.01
H -2.64 3.61 2.81
H 0.03 4.47 3.92
H -1.27 3.49 4.66
H -0.28 2.87 3.26
C 2.15 0.87 0.26
C 2.00 2.38 0.17
O 2.17 2.78 1.53
P 3.11 4.15 1.73
O 3.43 4.52 3.18
O 4.41 3.78 0.84
C 5.24 4.80 0.34
C 4.77 5.30 -1.02
O 2.41 5.37 0.96
C 1.50 6.21 1.65
C 0.99 7.22 0.66
H 3.05 0.57 0.79
H 1.35 0.31 0.75
H 2.23 0.45 -0.74
H 2.77 2.78 -0.49
H 1.01 2.78 -0.09
H 5.37 5.64 1.02
H 6.25 4.39 0.32
H 5.58 5.95 -1.34
H 4.58 4.49 -1.72
H 3.87 5.89 -0.86
H 0.72 5.64 2.14
H 2.01 6.65 2.51
H 0.43 8.02 1.15
H 1.78 7.64 0.04
H 0.30 6.70 0.00
C 0.99 1.77 -3.34
C -0.07 0.69 -3.20
O -0.18 -0.04 -4.41
P 0.87 -1.22 -4.90
O 2.29 -0.84 -4.72
O 0.33 -2.52 -4.08
C -0.92 -3.12 -4.34
C -2.13 -2.21 -4.23
O 0.44 -1.59 -6.45
C 0.82 -0.79 -7.59
C -0.34 -0.44 -8.62
H 1.01 2.44 -2.48
H 2.00 1.37 -3.43
H 0.84 2.35 -4.25
H 0.06 -0.07 -2.43
H -1.03 1.16 -3.01
H -0.79 -3.52 -5.34
H -0.94 -3.94 -3.61
H -2.37 -1.55 -5.06
H -2.92 -2.96 -4.16
H -2.17 -1.62 -3.31
H 1.32 0.11 -7.24
H 1.66 -1.29 -8.06
H -0.57 0.62 -8.48
H -0.02 -0.38 -9.66
H -1.25 -0.99 -8.39
C 3.81 1.22 4.11
C 3.56 -0.10 4.90
O 4.18 -1.10 4.12
P 4.34 -2.63 4.64
O 4.85 -3.62 3.63
O 5.15 -2.59 6.07
C 6.54 -2.75 6.20
C 7.29 -1.40 6.23
O 2.87 -3.02 5.11
C 1.81 -3.29 4.20
C 0.74 -4.11 4.94
H 4.87 1.43 3.96
H 3.39 1.17 3.11
H 3.47 2.11 4.63
H 4.02 0.02 5.89
H 2.50 -0.34 4.90
H 6.60 -3.20 7.19
H 6.92 -3.53 5.54
H 7.59 -1.11 5.22
H 6.79 -0.57 6.73
H 8.26 -1.55 6.70
H 1.32 -2.35 3.94
H 2.12 -3.83 3.31
H -0.01 -4.53 4.28
H 1.21 -4.86 5.57
H 0.22 -3.49 5.68
```

Energy: -760036.83905 eV
Kohn-Sham gap (alpha / beta): 3.464 / 7.818 eV
⟨S²⟩: 0.755
Total charge: -1
Multiplicity: 2

Löwdin population analysis, charges in e, atoms 1 to 2: number 1, C, carries -0.38; number 2, O, carries -0.01